Entry 1:
# C43H57HfN6O11

A molecular structure, C43H57HfN6O11 at a distorted geometry (ωB97M-V with the def2-TZVPD basis set, the Open Molecules 2025 dataset).

The geometry in XYZ format:
```
118
Properties=species:S:1:pos:R:3:lowdin_charge:R:1
Hf -8.13 18.40 -7.33 2.1238
C -12.28 17.20 -7.41 -0.0298
C -11.95 16.24 -8.57 -0.4718
C -13.04 16.40 -9.65 -0.1327
C -12.68 15.90 -11.02 -0.1740
C -11.41 16.58 -11.49 -0.1312
C -10.19 16.43 -10.48 -0.4629
N -10.66 16.84 -9.15 -0.1251
O -9.55 16.79 -8.27 -0.3490
C -9.11 17.38 -11.05 -0.0398
C -9.70 15.00 -10.64 -0.0405
C -11.65 14.85 -8.10 -0.0333
H -11.48 17.23 -6.67 0.0667
H -13.18 16.86 -6.89 0.0969
H -12.33 18.20 -7.84 0.0435
H -13.26 17.47 -9.65 0.1102
H -13.94 15.91 -9.26 0.1310
H -13.53 16.16 -11.65 0.1182
H -12.52 14.82 -11.11 0.1138
H -11.53 17.63 -11.77 0.0979
H -11.05 16.28 -12.47 0.1203
H -9.38 18.42 -11.26 0.0624
H -8.76 17.01 -12.02 0.0949
H -8.16 17.56 -10.55 0.0361
H -8.85 14.65 -10.06 0.0663
H -9.54 14.64 -11.66 0.0929
H -10.45 14.29 -10.28 0.0650
H -10.58 14.67 -8.04 0.0766
H -12.12 14.14 -8.78 0.0847
H -12.00 14.57 -7.10 0.0866
C -8.08 21.42 -10.91 -0.0433
C -7.23 20.29 -10.30 -0.4984
C -5.72 20.73 -10.18 -0.0184
O -7.56 19.65 -9.10 -0.3316
H -7.66 21.80 -11.84 0.0810
H -7.94 22.19 -10.14 0.0647
H -9.11 21.19 -11.16 0.0537
H -7.37 19.49 -11.05 0.1136
H -5.31 21.21 -11.07 0.0870
H -5.24 19.77 -10.01 0.0335
H -5.63 21.23 -9.22 0.0589
C -3.83 19.86 -6.70 -0.0541
C -4.70 18.68 -7.08 -0.5582
C -3.97 17.38 -6.80 -0.0555
O -6.02 18.72 -6.58 -0.3642
H -2.81 19.80 -7.09 0.0851
H -3.72 20.17 -5.66 0.0832
H -4.16 20.71 -7.32 0.0613
H -4.83 18.71 -8.17 0.0855
H -2.94 17.42 -7.16 0.0826
H -4.44 16.48 -7.18 0.0639
H -3.88 17.27 -5.71 0.0866
N -12.17 20.64 -14.32 0.0006
C -11.84 21.10 -15.55 -0.1537
C -10.51 20.94 -15.71 -0.1320
C -9.97 20.65 -14.47 -0.1129
C -11.02 20.24 -13.64 -0.1092
H -13.10 20.67 -13.94 0.1394
H -12.63 21.38 -16.23 0.1147
H -10.05 21.22 -16.65 0.1009
H -8.90 20.66 -14.29 0.0874
H -11.08 19.97 -12.60 0.0745
C -6.10 24.46 -10.44 -0.0466
C -6.32 25.74 -10.97 -0.0582
C -5.92 26.83 -10.25 0.0045
C -5.17 26.69 -9.04 -0.1440
C -4.80 25.45 -8.62 -0.0179
C -5.27 24.33 -9.32 -0.0585
N -4.83 27.88 -8.27 -0.3501
O -4.37 27.70 -7.16 0.0669
O -5.02 28.99 -8.74 0.0889
H -6.43 23.54 -10.90 0.0698
H -6.81 25.90 -11.91 0.1136
H -6.02 27.87 -10.50 0.1185
H -4.25 25.23 -7.72 0.1170
H -5.05 23.38 -8.86 0.0862
C -5.69 24.84 -4.79 -0.0477
C -5.44 23.47 -4.63 -0.0446
C -6.22 22.49 -5.27 0.0354
C -7.34 22.92 -6.04 -0.1394
C -7.54 24.29 -6.19 -0.0040
C -6.78 25.24 -5.55 -0.0539
N -8.26 21.99 -6.63 -0.3001
O -8.24 20.82 -6.28 -0.0464
O -9.01 22.45 -7.47 0.1140
H -5.05 25.48 -4.20 0.1195
H -4.60 23.24 -3.98 0.1109
H -6.05 21.43 -5.26 0.1013
H -8.44 24.65 -6.67 0.1248
H -7.00 26.27 -5.80 0.1184
C -3.90 16.00 -12.97 -0.0515
C -3.83 17.09 -12.08 -0.0462
C -4.53 17.03 -10.92 -0.0024
C -5.35 15.92 -10.63 -0.1365
C -5.42 14.91 -11.56 0.0088
C -4.65 14.88 -12.73 -0.0312
N -6.21 15.79 -9.48 -0.2873
O -6.59 14.73 -9.06 0.1253
O -6.54 16.83 -8.86 -0.0720
H -3.50 16.14 -13.97 0.1141
H -3.33 18.03 -12.26 0.1171
H -4.63 17.94 -10.35 0.0884
H -6.02 14.07 -11.23 0.1236
H -4.77 14.08 -13.44 0.1155
C -14.63 21.48 -6.98 -0.0463
C -13.54 21.21 -6.13 -0.0278
C -12.38 20.84 -6.78 -0.0225
C -12.30 20.62 -8.13 -0.1699
C -13.39 20.72 -8.94 0.0158
C -14.58 21.15 -8.32 -0.0421
N -11.02 20.11 -8.66 -0.2664
O -10.10 19.72 -7.95 -0.1177
O -10.84 20.17 -9.85 0.1228
H -15.50 21.83 -6.46 0.1135
H -13.64 21.27 -5.06 0.1154
H -11.49 20.69 -6.17 0.1187
H -13.44 20.50 -10.00 0.1241
H -15.37 21.41 -9.01 0.1136
```

Output
Energy above the lowest of the compared OMol25 structures with the same formula, charge and spin ... 0.0 kcal/mol
E_HOMO ... -9.9 eV
Charge ... +1
Lowest unoccupied orbital energy ... -0.1584 Eh
Frontier orbital gap ... 5.56 eV

Entry 2:
# C43H57InN2O3P2S

A molecular structure, C43H57InN2O3P2S at a distorted geometry (ωB97M-V with the def2-TZVPD basis set, the Open Molecules 2025 dataset).

The geometry in XYZ format:
```
109
Properties=species:S:1:pos:R:3:lowdin_charge:R:1
In 0.65 0.21 0.85 0.9371
C 4.85 0.11 1.51 -0.0500
O 3.74 -0.32 0.69 -0.1420
C 3.97 -0.38 -0.65 -0.2397
C 5.01 0.26 -1.30 0.0077
C 5.12 0.17 -2.68 -0.0301
C 4.20 -0.57 -3.42 -0.0522
C 3.16 -1.21 -2.79 -0.0044
C 3.06 -1.16 -1.39 -0.1798
N 2.14 -1.91 -0.65 0.1177
N 1.52 -2.88 -1.10 0.1480
C 0.44 -3.52 -0.67 -0.1210
C -0.29 -2.97 0.46 -0.3374
O 0.20 -1.99 1.08 -0.1601
C -1.50 -3.64 0.87 0.0116
C -1.93 -4.73 0.19 0.0289
C -1.24 -5.27 -0.96 -0.1610
C -1.78 -6.35 -1.67 -0.0100
C -1.12 -6.86 -2.77 -0.0468
C 0.10 -6.30 -3.17 -0.0448
C 0.64 -5.23 -2.48 -0.0158
C -0.03 -4.70 -1.37 -0.1125
H 5.76 -0.41 1.22 0.1147
H 4.59 -0.17 2.53 0.0851
H 4.99 1.19 1.44 0.0812
H 5.73 0.84 -0.74 0.1198
H 5.93 0.68 -3.18 0.1229
H 4.33 -0.67 -4.50 0.1201
H 2.45 -1.80 -3.35 0.1069
H -2.02 -3.25 1.73 0.1262
H -2.84 -5.23 0.52 0.1328
H -2.73 -6.78 -1.36 0.1244
H -1.54 -7.70 -3.32 0.1174
H 0.62 -6.70 -4.03 0.1170
H 1.58 -4.80 -2.79 0.1149
C -3.14 1.66 1.46 -0.2411
P -1.50 2.39 1.18 0.7714
C -1.72 4.09 1.79 -0.2473
C -1.51 2.69 -0.62 -0.2775
H -3.89 2.28 0.98 0.0486
H -3.35 1.59 2.53 0.0432
H -3.18 0.65 1.03 0.0459
H -2.61 4.52 1.31 0.0629
H -0.85 4.70 1.54 0.0495
H -1.86 4.10 2.87 0.0478
H -2.41 3.22 -0.90 0.0488
H -1.47 1.73 -1.15 -0.0064
H -0.63 3.27 -0.90 0.0579
O -1.05 -0.26 -1.37 -0.6363
S -1.71 -1.37 -2.18 0.9945
C -3.24 -0.80 -3.06 -0.2345
C -3.79 0.57 -2.81 -0.2636
C -4.77 0.78 -1.84 -0.0503
C -5.39 2.02 -1.72 -0.0824
C -5.02 3.07 -2.56 -0.0769
C -4.01 2.88 -3.50 -0.0625
C -3.40 1.64 -3.62 -0.0241
C -0.66 -1.59 -3.65 -0.2734
C -0.52 -0.38 -4.52 -0.2864
C -1.15 -0.33 -5.77 -0.0566
C -1.04 0.80 -6.56 -0.0644
C -0.31 1.90 -6.12 -0.0697
C 0.32 1.85 -4.88 -0.0638
C 0.22 0.72 -4.09 -0.0496
H -3.96 -1.57 -2.78 0.0955
H -3.00 -0.91 -4.12 0.0772
H -5.08 -0.05 -1.21 0.1186
H -6.19 2.15 -1.01 0.1110
H -5.53 4.02 -2.49 0.1111
H -3.72 3.69 -4.15 0.1134
H -2.64 1.49 -4.38 0.0964
H -1.10 -2.44 -4.17 0.1103
H 0.29 -1.89 -3.22 0.0565
H -1.70 -1.19 -6.13 0.1224
H -1.53 0.83 -7.53 0.1159
H -0.22 2.78 -6.74 0.1129
H 0.90 2.70 -4.54 0.1097
H 0.72 0.68 -3.13 0.1014
C 3.53 2.44 3.04 -0.1183
C 2.21 2.54 3.81 -0.5260
C 1.34 3.66 3.23 -0.1109
P 1.33 0.92 3.75 1.0405
C 2.27 -0.15 4.91 -0.5198
C 1.95 -1.64 4.68 -0.0977
C 2.14 0.21 6.39 -0.0851
C -0.37 1.27 4.34 -0.5589
C -0.50 1.96 5.71 -0.0826
C -1.22 -0.01 4.26 -0.1032
H 4.07 3.39 3.10 0.1001
H 3.34 2.24 1.98 0.0645
H 4.18 1.67 3.44 0.0568
H 2.42 2.75 4.86 0.1124
H 1.04 3.43 2.20 0.0478
H 1.92 4.59 3.20 0.0984
H 0.45 3.86 3.82 0.0659
H 3.31 0.02 4.60 0.0920
H 0.97 -1.89 5.10 0.0740
H 2.69 -2.26 5.17 0.0913
H 1.93 -1.90 3.62 0.0636
H 1.17 -0.09 6.78 0.0744
H 2.28 1.27 6.58 0.0748
H 2.91 -0.33 6.95 0.0958
H -0.73 1.96 3.58 0.0197
H -0.45 1.24 6.52 0.0721
H -1.47 2.46 5.76 0.0923
H 0.27 2.72 5.87 0.0735
H -0.99 -0.69 5.07 0.0785
H -1.07 -0.54 3.32 0.0473
H -2.28 0.25 4.34 0.0838
```

Output
E_HOMO (spin up / spin down) ... -12.7 / -12.9 eV
Charge ... +2
Lowest unoccupied orbital energy (spin up / spin down) ... -0.2785 / -0.2619 Eh
Frontier orbital gap (spin up / spin down) ... 5.08 / 5.77 eV

For reference, E by record: -2876.1736, -3278.4183 a.u..